#1
Density functional theory data (ωB97M-V/def2-TZVPD) for the molecule C3H2O.

Structure (ORCA input):
```
! wB97M-V def2-TZVPD RIJCOSX def2/J DEFGRID3
* xyz 0 1
C -0.945 -0.026 -0.152
C -2.190 0.123 0.066
C 0.303 -0.322 0.160
O 1.401 0.404 -0.074
H 0.363 -1.309 0.682
H 1.068 1.129 -0.682
*
```

Summary:
Molecular weight: 54.05 g mol⁻¹
HOMO: -10.236 eV

---

#2
Density functional theory data (ωB97M-V/def2-TZVPD) for the molecule C3H2O.

Structure (ORCA input):
```
! wB97M-V def2-TZVPD RIJCOSX def2/J DEFGRID3
* xyz 0 1
O 0.811 -1.790 0.335
C 0.914 -0.592 0.221
C -0.181 0.232 -0.259
C -1.211 0.842 -0.387
H 1.811 -0.043 0.549
H -2.144 1.351 -0.460
*
```

Summary:
Molecular weight: 54.05 g mol⁻¹
SMILES: C#CC=O
HOMO: -10.704 eV

---

The calculated energies rank the structures as follows, beginning with the most stable: #2, #1.

---

#1
Density functional theory data (ωB97M-V/def2-TZVPD) for the ion C4H10NO3 with charge +1.

Structure (ORCA input):
```
! wB97M-V def2-TZVPD RIJCOSX def2/J DEFGRID3
* xyz 1 1
C 0.030 1.860 -0.131
O 1.337 2.198 -0.634
C -0.253 0.347 -0.327
C -0.340 -0.341 1.042
C -1.181 -1.589 0.956
O -0.405 -2.527 0.292
O -2.307 -1.789 1.261
N 0.879 -0.280 -1.126
H -0.086 2.227 0.883
H -0.612 2.461 -0.725
H 1.975 1.951 -0.009
H -1.155 0.127 -0.854
H -0.828 0.355 1.721
H 0.600 -0.501 1.576
H -0.967 -3.247 -0.041
H 0.534 -0.563 -2.036
H 1.179 -1.120 -0.625
H 1.600 0.431 -1.223
*
```

Summary:
Molecular weight: 120.13 g mol⁻¹
SMILES: [NH3+][C@H](CO)CC(=O)O
HOMO: -14.859 eV

---

#2
Density functional theory data (ωB97M-V/def2-TZVPD) for the ion C4H10NO3 with charge +1.

Structure (ORCA input):
```
! wB97M-V def2-TZVPD RIJCOSX def2/J DEFGRID3
* xyz 1 1
C 0.626 -0.374 -0.068
C 1.758 0.340 -0.008
C -1.657 -0.203 -1.218
C -1.411 0.064 1.170
N -0.759 0.306 -0.075
O 0.444 -1.697 -0.128
O 2.862 -0.415 0.063
O 1.765 1.687 0.008
H -1.473 -1.308 -1.239
H -2.706 -0.146 -0.881
H -1.506 0.314 -2.107
H -1.650 -1.015 1.147
H -0.676 0.210 1.919
H -2.219 0.685 1.297
H -0.562 1.352 -0.214
H 1.101 -1.937 -0.839
H 3.802 -0.044 0.384
H 2.261 2.180 0.791
*
```

Summary:
Molecular weight: 120.13 g mol⁻¹
SMILES: C[NH+](C)C(O)=C(O)O
HOMO: -12.874 eV

---

The calculated energies rank the structures as follows, beginning with the most stable: #1, #2.

---

#1
Density functional theory data (ωB97M-V/def2-TZVPD) for a cluster of 2 separate species, C7H14O in total.

Structure (ORCA input):
```
! wB97M-V def2-TZVPD RIJCOSX def2/J DEFGRID3
* xyz 0 1
C -0.016 -3.286 1.332
C 0.587 -1.895 1.561
C 0.110 -0.865 0.590
C -1.017 -0.182 0.743
C -1.480 0.898 -0.137
C -0.679 1.812 -0.661
C -1.245 2.959 -1.481
H -1.087 -3.251 1.517
H 0.009 -3.598 0.293
H 0.441 -4.010 2.009
H 1.672 -1.970 1.454
H 0.402 -1.617 2.601
H 0.783 -0.659 -0.234
H -1.641 -0.467 1.597
H -2.526 1.003 -0.397
H 0.394 1.925 -0.619
H -0.780 3.912 -1.224
H -2.319 3.081 -1.348
H -1.056 2.735 -2.532
H 2.574 1.434 -1.736
H 3.637 0.409 -1.337
O 2.690 0.572 -1.326
*
```

Summary:
Molecular weight: 114.19 g mol⁻¹
SMILES: C/C=C/C=C/CC.O
HOMO: -8.298 eV

---

#2
Density functional theory data (ωB97M-V/def2-TZVPD) for the molecule C7H14O.

Structure (ORCA input):
```
! wB97M-V def2-TZVPD RIJCOSX def2/J DEFGRID3
* xyz 0 1
C 0.517 -0.117 1.243
C -0.818 1.164 -0.402
C 1.913 -0.672 1.105
C 0.018 -1.125 -1.081
C 0.338 1.894 -1.076
C -0.472 -0.264 0.081
C -1.741 -0.893 0.678
O 0.178 0.459 2.252
H -2.119 -0.288 1.497
H -1.668 1.108 -1.090
H -1.136 1.741 0.472
H 2.549 0.096 0.676
H 2.292 -0.911 2.096
H 1.954 -1.560 0.467
H 0.998 -0.819 -1.426
H 0.049 -2.175 -0.802
H -0.672 -1.024 -1.915
H -2.522 -0.986 -0.095
H -1.521 -1.887 1.057
H 0.614 1.419 -2.010
H 1.205 1.926 -0.429
H 0.045 2.915 -1.296
*
```

Summary:
Molecular weight: 114.19 g mol⁻¹
SMILES: CCC(C)(C)C(C)=O
HOMO: -9.441 eV

---

The calculated energies rank the structures as follows, beginning with the most stable: #2, #1.

---

#1
Density functional theory data (ωB97M-V/def2-TZVPD) for a cluster of 2 separate species, C7H14O in total.

Structure (ORCA input):
```
! wB97M-V def2-TZVPD RIJCOSX def2/J DEFGRID3
* xyz 0 1
C 2.317 -0.313 0.563
C 1.228 -0.582 -0.411
C -0.027 0.154 -0.112
C -0.106 1.445 -0.362
C -1.261 -0.795 0.219
C -2.170 -0.508 1.409
C -1.997 0.607 2.125
H 2.785 0.736 0.380
H 1.916 -0.307 1.532
H 3.135 -0.994 0.489
H 1.166 -1.722 -0.224
H 1.494 -0.404 -1.550
H -0.881 2.113 -0.458
H 0.790 1.947 -0.607
H -0.653 -1.734 0.440
H -1.643 -0.746 -0.821
H -3.071 -1.185 1.569
H -2.666 0.842 2.900
H -1.136 1.254 1.918
H 0.455 -0.563 -2.512
H 0.241 0.881 -3.191
O 0.083 -0.126 -3.296
*
```

Summary:
Molecular weight: 114.19 g mol⁻¹
SMILES: C=CCC(=C)CC.O
HOMO: -9.381 eV

---

#2
Density functional theory data (ωB97M-V/def2-TZVPD) for a cluster of 2 separate species, C7H14O in total.

Structure (ORCA input):
```
! wB97M-V def2-TZVPD RIJCOSX def2/J DEFGRID3
* xyz 0 1
C -0.817 1.944 -0.061
C 0.201 1.954 -1.211
C 1.465 1.131 -0.953
C 1.149 -0.277 -0.392
C 0.204 -1.054 -0.946
C -0.534 -2.178 -0.407
C 0.063 -3.043 0.433
H -1.573 2.688 -0.305
H -1.357 1.028 0.181
H -0.304 2.232 0.852
H -0.234 1.513 -2.121
H 0.440 2.967 -1.524
H 1.967 0.908 -1.903
H 2.185 1.605 -0.290
H 1.597 -0.522 0.559
H -0.121 -0.673 -1.916
H -1.492 -2.438 -0.837
H 1.133 -2.988 0.565
H -0.434 -3.969 0.695
H -0.693 -0.809 3.080
H -1.267 0.415 3.437
O -1.581 -0.432 3.062
*
```

Summary:
Molecular weight: 114.19 g mol⁻¹
SMILES: C=C/C=C/CCC.O
HOMO: -8.484 eV

---

The calculated energies rank the structures as follows, beginning with the most stable: #2, #1.

---

#1
Density functional theory data (ωB97M-V/def2-TZVPD) for a cluster of 2 separate species, C7H14O in total.

Structure (ORCA input):
```
! wB97M-V def2-TZVPD RIJCOSX def2/J DEFGRID3
* xyz 0 1
C 0.973 -1.465 1.222
C 0.734 0.033 1.156
C 0.780 0.747 2.293
C 0.323 -0.098 -1.262
C 0.327 0.645 -0.148
C -0.152 2.088 -0.071
C -0.069 0.353 -2.660
H 1.704 -1.774 0.474
H 1.369 -1.727 2.203
H 0.053 -2.043 1.125
H 0.414 1.761 2.333
H 0.941 0.171 3.195
H 0.496 -1.167 -1.167
H 0.728 2.712 0.129
H -0.436 2.461 -1.051
H -0.894 2.145 0.713
H 0.803 0.640 -3.240
H -0.678 -0.426 -3.110
H -0.716 1.223 -2.535
H -2.640 -1.584 0.536
H -1.415 -1.321 -0.264
O -2.200 -1.880 -0.261
*
```

Summary:
Molecular weight: 114.19 g mol⁻¹
SMILES: C=C(C)/C(C)=C/C.O
HOMO: -8.794 eV

---

#2
Density functional theory data (ωB97M-V/def2-TZVPD) for a cluster of 2 separate species, C7H14O in total.

Structure (ORCA input):
```
! wB97M-V def2-TZVPD RIJCOSX def2/J DEFGRID3
* xyz 0 1
C -0.144 -2.364 0.273
C -0.381 -1.182 -0.811
C 0.762 -0.304 -0.498
C 1.830 -0.330 -1.301
C 0.664 0.552 0.814
C 0.294 2.041 0.636
C 1.003 2.650 -0.271
H 0.965 -2.458 0.243
H -0.381 -2.181 1.358
H -0.823 -3.184 -0.049
H -1.346 -0.668 -0.645
H -0.467 -1.683 -1.740
H 2.781 0.197 -1.197
H 1.992 -0.909 -2.208
H 1.582 0.772 1.289
H -0.164 0.071 1.352
H -0.561 2.270 1.371
H 0.923 3.596 -0.671
H 1.769 1.963 -0.708
H -3.326 0.066 0.152
H -2.294 -0.893 1.155
O -3.103 -0.417 0.906
*
```

Summary:
Molecular weight: 114.19 g mol⁻¹
SMILES: C=CCC(=C)CC.O
HOMO: -9.259 eV

---

#3
Density functional theory data (ωB97M-V/def2-TZVPD) for a cluster of 2 separate species, C7H14O in total.

Structure (ORCA input):
```
! wB97M-V def2-TZVPD RIJCOSX def2/J DEFGRID3
* xyz 0 1
C 1.413 1.344 1.779
C 0.178 0.881 1.040
C -0.906 1.675 0.999
C -0.803 -0.957 -0.284
C 0.279 -0.390 0.278
C 1.588 -1.142 0.254
C -0.848 -2.393 -0.787
H 1.774 0.558 2.438
H 2.175 1.552 1.022
H 1.151 2.204 2.375
H -1.890 1.238 0.872
H -0.878 2.744 1.157
H -1.771 -0.539 -0.029
H 1.588 -2.183 -0.035
H 2.120 -0.612 -0.531
H 2.109 -1.110 1.207
H -0.402 -3.040 -0.036
H -1.845 -2.607 -1.156
H -0.169 -2.430 -1.646
H -1.449 0.236 -2.681
H -1.222 1.625 -2.011
O -0.882 1.010 -2.663
*
```

Summary:
Molecular weight: 114.19 g mol⁻¹
SMILES: C=C(C)/C(C)=C/C.O
HOMO: -8.017 eV

---

#4
Density functional theory data (ωB97M-V/def2-TZVPD) for the molecule C7H14O.

Structure (ORCA input):
```
! wB97M-V def2-TZVPD RIJCOSX def2/J DEFGRID3
* xyz 0 1
C 1.361 0.362 -0.049
C -2.521 -0.948 0.231
C -0.849 1.123 -1.355
C 1.763 0.436 1.420
C 2.137 -0.726 -0.781
C -0.299 0.222 -0.296
C -0.908 -0.676 0.448
O -3.308 0.063 0.823
H -2.733 0.616 1.374
H 1.620 1.328 -0.499
H -2.749 -1.909 0.701
H -2.770 -1.028 -0.829
H -0.467 -1.325 1.192
H -0.465 2.139 -1.216
H -0.558 0.776 -2.349
H -1.939 1.191 -1.312
H 1.169 1.185 1.955
H 1.877 -0.766 -1.844
H 2.816 0.731 1.520
H 1.653 -0.528 1.929
H 1.951 -1.715 -0.345
H 3.218 -0.550 -0.717
*
```

Summary:
Molecular weight: 114.19 g mol⁻¹
SMILES: C/C(=C\CO)C(C)C
HOMO: -9.521 eV

---

The calculated energies rank the structures as follows, beginning with the most stable: #1, #4, #3, #2.

---

#1
Density functional theory data (ωB97M-V/def2-TZVPD) for a cluster of 2 separate species, C2H10NSi in total.

Structure (ORCA input):
```
! wB97M-V def2-TZVPD RIJCOSX def2/J DEFGRID3
* xyz 1 1
C -0.596 -1.024 -0.835
C -0.215 0.347 -0.546
N -0.937 0.226 1.519
Si 1.654 0.597 -0.548
H -0.116 -1.164 -1.809
H -0.242 -1.856 -0.089
H -1.658 -1.159 -0.862
H -1.001 1.157 -0.467
H -1.717 -0.394 1.454
H -1.272 1.266 1.676
H -0.222 -0.160 2.093
H 2.327 -0.616 -0.994
H 2.084 1.124 0.818
H 1.911 1.656 -1.409
*
```

Summary:
Molecular weight: 76.19 g mol⁻¹
HOMO: -15.961 eV

---

#2
Density functional theory data (ωB97M-V/def2-TZVPD) for a structure of composition C2H10NSi.

Structure (ORCA input):
```
! wB97M-V def2-TZVPD RIJCOSX def2/J DEFGRID3
* xyz 1 1
C 0.915 0.379 -1.995
C -0.154 -0.499 1.099
N -1.234 -1.495 0.930
Si 0.029 1.309 -0.628
H 0.508 -0.430 -2.594
H 1.309 1.194 -2.533
H 1.852 0.018 -1.337
H 0.821 -1.045 0.903
H -0.165 -0.151 2.108
H -2.092 -0.968 1.368
H -1.457 -1.722 -0.096
H -1.299 -2.357 1.530
H -1.264 1.749 -1.151
H 0.912 2.265 0.220
*
```

Summary:
Molecular weight: 76.19 g mol⁻¹
HOMO: -14.199 eV

---

The calculated energies rank the structures as follows, beginning with the most stable: #2, #1.

---

#1
Density functional theory data (ωB97M-V/def2-TZVPD) for a structure of composition C4H7N3O.

Structure (ORCA input):
```
! wB97M-V def2-TZVPD RIJCOSX def2/J DEFGRID3
* xyz 0 1
C 2.020 -1.332 -1.355
C -0.482 -0.617 0.883
C -1.333 1.410 -0.299
C -0.567 1.771 0.930
H 1.685 -0.549 -2.387
H 2.622 -2.207 -1.585
H -0.087 -2.324 1.051
H -2.395 1.639 -0.447
H -0.834 0.963 -1.158
H -0.944 2.418 1.705
H 0.512 1.743 0.589
N 1.413 -1.423 -0.232
N -0.690 -1.564 1.593
N -1.298 0.520 0.911
O 0.378 -0.448 -0.199
*
```

Summary:
Molecular weight: 113.12 g mol⁻¹
HOMO: -9.961 eV

---

#2
Density functional theory data (ωB97M-V/def2-TZVPD) for the molecule C4H7N3O.

Structure (ORCA input):
```
! wB97M-V def2-TZVPD RIJCOSX def2/J DEFGRID3
* xyz 0 1
C -0.570 2.283 0.164
C 0.616 0.503 -0.517
C 0.835 -1.995 -0.219
C 1.080 -1.304 0.989
H -3.123 0.834 -0.905
H -0.409 3.305 0.662
H 0.313 0.718 -1.512
H 1.362 -2.788 -0.485
H -0.194 -2.173 -0.513
H 2.011 -1.929 1.417
H 0.095 -1.102 1.643
N -1.832 2.041 0.011
N 0.405 1.429 0.277
N 1.521 -0.667 -0.295
O -2.109 0.845 -0.716
*
```

Summary:
Molecular weight: 113.12 g mol⁻¹
SMILES: O/N=C\N=C\N1CC1
HOMO: -8.743 eV

---

#3
Density functional theory data (ωB97M-V/def2-TZVPD) for a structure of composition C4H7N3O.

Structure (ORCA input):
```
! wB97M-V def2-TZVPD RIJCOSX def2/J DEFGRID3
* xyz 0 1
C 0.738 0.741 0.443
C -0.288 -0.239 -0.056
C -0.241 -1.388 0.674
C -1.140 0.117 -1.264
H 2.940 1.740 1.412
H 3.792 0.094 1.489
H 0.528 2.053 0.427
H 0.540 -1.326 1.533
H -0.874 -2.192 0.109
H -0.796 1.144 -1.704
H -4.354 -0.447 -1.780
N 2.857 0.426 1.639
N 1.730 -0.080 0.812
N -2.195 -0.680 -1.454
O -3.236 0.036 -2.281
*
```

Summary:
Molecular weight: 113.12 g mol⁻¹
HOMO: -8.558 eV

---

The calculated energies rank the structures as follows, beginning with the most stable: #1, #2, #3.

---

#1
Density functional theory data (ωB97M-V/def2-TZVPD) for the molecule C4H7N3O.

Structure (ORCA input):
```
! wB97M-V def2-TZVPD RIJCOSX def2/J DEFGRID3
* xyz 0 1
C 1.097 0.194 -0.933
C 1.283 0.465 0.556
C -1.382 -0.046 1.558
C -1.326 -0.596 -0.803
H 1.935 -0.327 -1.356
H 1.114 1.144 -1.472
H 1.269 -0.459 1.162
H 2.253 0.956 0.589
H -2.006 -0.544 2.399
H -2.130 -0.992 -1.473
H -0.057 -0.928 -2.312
N -0.417 0.723 2.034
N -1.880 -0.302 0.342
N -0.065 -0.641 -1.323
O 0.312 1.351 1.033
*
```

Summary:
Molecular weight: 113.12 g mol⁻¹
SMILES: C1=N\C=N/OCCN/1
HOMO: -8.920 eV

---

#2
Density functional theory data (ωB97M-V/def2-TZVPD) for a cluster of 2 separate species, C4H7N3O in total.

Structure (ORCA input):
```
! wB97M-V def2-TZVPD RIJCOSX def2/J DEFGRID3
* xyz 0 1
C 2.388 -0.571 0.797
C 1.668 -1.202 -0.108
N 0.156 0.456 -0.767
O 1.159 -2.117 -0.634
H 0.909 1.125 -0.757
H -0.265 0.322 -1.678
H 3.104 -1.137 1.369
H 0.548 0.538 1.684
H 2.572 0.485 0.740
C -2.182 0.319 -0.146
N -2.446 0.360 -1.378
C -0.791 0.540 0.298
N -0.509 0.546 1.525
H -3.431 0.242 -1.609
H -2.881 0.095 0.663
*
```

Summary:
Molecular weight: 113.12 g mol⁻¹
SMILES: [H]/N=C(N)/C=N/[H].C=C=O
HOMO: -9.042 eV

---

The calculated energies rank the structures as follows, beginning with the most stable: #2, #1.